(1)
94
Properties=species:S:1:pos:R:3 method="wB97M-V/def2-TZVPD" spin_multiplicity=2 total_charge=+1 homo_lumo_gap_ha="0.2899 / 0.2896" e_homo_ev="-10.883 / -10.887" e_lumo_ev="-2.99 / -3.01" s_squared=0.7510
Ce 0.2293 -0.4139 0.6318
C -1.4223 -3.2854 2.8269
C -0.2994 -2.8813 1.8811
C -0.5002 -2.9507 0.4585
C -1.9162 -3.0981 -0.0573
C 0.6292 -3.0741 -0.3947
C 0.4355 -3.4874 -1.8400
C 1.9365 -2.8683 0.1850
C 3.1848 -3.2580 -0.5919
C 2.0673 -2.3651 1.5048
C 3.3896 -1.7167 1.9315
C 0.9565 -2.4958 2.3995
C 1.2130 -2.4249 3.8763
H -2.3679 -2.7483 2.5125
H -1.2527 -2.9576 3.8581
H -1.6648 -4.3794 2.7780
H -1.9811 -2.9687 -1.1585
H -2.5782 -2.3295 0.3439
H -2.3302 -4.0914 0.2298
H 0.1332 -2.6058 -2.4508
H -0.3250 -4.2781 -1.9380
H 1.3527 -3.8642 -2.2832
H 3.4543 -2.5056 -1.3446
H 3.0162 -4.2604 -1.0994
H 4.0349 -3.3869 0.1262
H 3.8369 -1.1730 1.0788
H 4.1535 -2.4371 2.2720
H 3.1638 -0.9916 2.7474
H 2.0677 -1.7413 4.1096
H 1.4564 -3.4305 4.2578
H 0.3434 -2.0344 4.4298
O -1.9223 0.1142 0.7935
C -2.2724 1.2476 1.4871
C -2.4360 2.4532 0.5229
C -1.3229 2.9414 -0.3287
C -1.5553 4.2412 -0.8400
C -0.5761 4.8833 -1.5551
C 0.6041 4.1810 -1.8404
C 0.6843 2.8643 -1.4188
C 1.9003 2.0847 -1.8154
C 1.5950 0.6480 -2.4205
O 1.1884 -0.1414 -1.3463
C 2.9232 0.1030 -2.9968
C 3.0639 -0.6723 -4.1463
C 4.2268 -1.3741 -4.4238
C 5.3212 -1.2560 -3.5937
C 5.2618 -0.3615 -2.5146
C 4.0739 0.2980 -2.2225
C 0.5761 0.8093 -3.5728
C -0.6944 0.2738 -3.5619
C -1.6795 0.7665 -4.4040
C -1.4229 1.8491 -5.2065
C -0.1171 2.3362 -5.2827
C 0.9137 1.7818 -4.5532
N -0.1735 2.2957 -0.5353
C -3.7140 1.0205 2.0629
C -4.6485 0.2026 1.4266
C -5.7993 -0.1974 2.0974
C -6.1493 0.2781 3.3444
C -5.3324 1.2452 3.9409
C -4.1540 1.6327 3.2769
C -1.2744 1.5268 2.6529
C -0.5441 2.7266 2.8063
C 0.4922 2.7772 3.7499
C 0.6824 1.7340 4.6550
C -0.1530 0.6041 4.6020
C -1.1335 0.5264 3.6053
H -2.8916 3.3480 0.9981
H -3.2213 2.0611 -0.1494
H -2.4900 4.7723 -0.6011
H -0.7242 5.8892 -1.9413
H 1.4490 4.6162 -2.3659
H 2.5210 1.9242 -0.9459
H 2.5013 2.6737 -2.5325
H 2.2510 -0.7308 -4.8882
H 4.2894 -1.9901 -5.3052
H 6.2569 -1.7978 -3.7670
H 6.1328 -0.2223 -1.8898
H 4.0412 0.9748 -1.3980
H -0.9678 -0.5589 -2.9148
H -2.6563 0.2716 -4.3844
H -2.2629 2.2494 -5.8034
H 0.0790 3.2068 -5.9155
H 1.9332 2.0563 -4.7294
H -4.4173 -0.2313 0.4420
H -6.4546 -0.9235 1.5921
H -7.0639 -0.1187 3.8294
H -5.6142 1.6698 4.9071
H -3.5152 2.4028 3.6999
H -0.7493 3.6183 2.2005
H 1.1139 3.6810 3.8368
H 1.4161 1.8123 5.4446
H -0.0054 -0.2480 5.2612
H -1.7997 -0.3471 3.5946



(2)
106
Properties=species:S:1:pos:R:3 method="wB97M-V/def2-TZVPD" total_charge=-1 homo_lumo_gap_ha=0.1864 e_homo_ev=-3.447 e_lumo_ev=1.63
Cs -0.6498 -0.8767 0.5463
N 1.6670 2.5560 3.6706
C 1.3710 1.5869 2.7554
N 0.9921 0.3981 3.0470
C 0.8877 0.0194 4.3809
N 0.5864 -1.1729 4.7438
N 0.2175 -2.0358 3.7347
C 0.9368 -3.0691 3.5923
C 0.6227 -4.0936 2.5705
C 1.4241 -5.2253 2.4773
C 1.1529 -6.1518 1.4800
C 0.1002 -5.9127 0.6174
C -0.6543 -4.7555 0.7937
N -0.4063 -3.8687 1.7495
C 1.1442 1.0315 5.4278
C 0.9872 0.7699 6.7896
C 1.2392 1.7498 7.7293
C 1.6593 3.0146 7.3187
C 1.8166 3.2973 5.9766
C 1.5561 2.3040 5.0322
H 2.0817 3.4144 3.3493
H 1.4822 1.8588 1.7047
H 1.8285 -3.2315 4.2021
H 2.2545 -5.3610 3.1587
H 1.7690 -7.0354 1.3693
H -0.1281 -6.5828 -0.2003
H -1.4567 -4.5022 0.1073
H 0.6682 -0.2221 7.0794
H 1.1159 1.5364 8.7827
H 1.8630 3.7831 8.0534
H 2.1380 4.2789 5.6490
S 2.1136 1.2562 -0.6245
P 1.4999 0.1566 -2.2274
C 0.7192 -1.2638 -1.8899
P -0.4434 -2.1019 -2.7235
S -2.2123 -2.4478 -1.7740
C 0.1608 -3.7989 -3.1269
C -0.5915 -4.6813 -3.8991
C -0.1448 -5.9718 -4.1305
C 1.0572 -6.4046 -3.5772
C 1.8058 -5.5358 -2.7979
C 1.3597 -4.2367 -2.5778
C -0.9019 -1.4920 -4.3985
C -2.0159 -0.6745 -4.5654
C -2.3476 -0.1834 -5.8180
C -1.5772 -0.5106 -6.9263
C -0.4634 -1.3221 -6.7708
C -0.1275 -1.8041 -5.5128
C 0.5495 1.3628 -3.2509
C -0.5068 2.0396 -2.6420
C -1.2680 2.9567 -3.3444
C -0.9812 3.2201 -4.6791
C 0.0582 2.5462 -5.2988
C 0.8163 1.6211 -4.5906
C 3.0018 -0.0612 -3.2782
C 3.9770 0.9271 -3.3914
C 5.0674 0.7475 -4.2286
C 5.2013 -0.4293 -4.9580
C 4.2423 -1.4235 -4.8390
C 3.1496 -1.2367 -4.0006
H -1.5405 -4.3518 -4.3066
H -0.7361 -6.6470 -4.7383
H 1.4044 -7.4159 -3.7551
H 2.7415 -5.8657 -2.3607
H 1.9231 -3.5341 -1.9719
H -2.6333 -0.4517 -3.7038
H -3.2113 0.4612 -5.9288
H -1.8413 -0.1288 -7.9058
H 0.1462 -1.5845 -7.6279
H 0.7402 -2.4449 -5.4045
H -0.7125 1.8581 -1.5930
H -2.0832 3.4714 -2.8490
H -1.5740 3.9388 -5.2332
H 0.2786 2.7283 -6.3441
H 1.6247 1.1030 -5.0918
H 3.8712 1.8325 -2.8056
H 5.8191 1.5242 -4.3097
H 6.0545 -0.5711 -5.6114
H 4.3420 -2.3479 -5.3963
H 2.4019 -2.0119 -3.8866
N -2.2647 0.2958 3.4285
C -2.6509 1.6141 2.9813
C -3.3576 2.4920 4.0293
C -2.4275 3.0647 5.0945
C -1.4205 4.0878 4.5644
N -2.0235 5.1884 3.8269
C -2.3352 5.0438 2.4903
N -3.4566 5.7368 2.0857
N -1.6747 4.3654 1.6220
C -3.6067 1.4518 1.8014
O -3.5522 2.3800 0.8416
O -4.4135 0.5619 1.7671
H -3.0698 -0.3151 3.5010
H -1.7635 0.3100 4.3068
H -1.7495 2.1296 2.6336
H -4.1234 1.8748 4.5061
H -3.8915 3.3066 3.5322
H -1.8675 2.2654 5.5923
H -3.0321 3.5348 5.8775
H -0.6950 3.6066 3.9098
H -0.8442 4.4989 5.3950
H -2.6641 5.7613 4.3537
H -4.2469 5.7363 2.7101
H -3.6899 5.5775 1.1180
H -0.7839 4.0429 1.9865
H -2.8748 3.0704 1.0218



(3)
94
Properties=species:S:1:pos:R:3 method="wB97M-V/def2-TZVPD" total_charge=+1 homo_lumo_gap_ha=0.1506 e_homo_ev=-9.604 e_lumo_ev=-5.51
C 4.2358 -0.2392 5.5259
N 3.4109 0.8786 5.0472
C 3.8992 2.1444 5.4883
C 5.2034 2.5382 5.1376
C 5.7239 3.7477 5.5938
C 4.9866 4.5316 6.4886
C 3.7214 4.1064 6.9102
C 3.1864 2.9097 6.4297
C 2.7367 0.6677 3.8140
C 1.3336 0.8054 3.7561
C 0.6274 0.4490 2.6134
C 1.2756 -0.0939 1.4520
C 0.5575 -0.3295 0.2113
C 1.0599 -0.0123 -1.0934
C 0.1979 -0.0213 -2.2416
C 0.6829 0.1553 -3.5243
C 2.0698 0.2703 -3.7601
N 2.5535 0.2741 -5.1004
C 3.3419 -0.8987 -5.5103
C 3.0195 1.4887 -5.6835
C 4.3582 1.8785 -5.5384
C 4.7915 3.0725 -6.1126
C 3.9174 3.8162 -6.9140
C 2.5945 3.3944 -7.1033
C 2.1471 2.2269 -6.4940
C 2.9403 0.2791 -2.6542
C 2.4288 0.3407 -1.3628
C 2.6645 -0.3926 1.6230
C 3.3864 0.0652 2.7145
H 3.6903 -1.1778 5.3868
H 5.1904 -0.2759 4.9829
H 4.4670 -0.1179 6.5926
H 5.7998 1.8818 4.5040
H 6.7124 4.0701 5.2611
H 5.4052 5.4708 6.8574
H 3.1571 4.7061 7.6249
H 2.2275 2.5385 6.7881
H 0.8345 1.1770 4.6539
H -0.4532 0.5887 2.5969
H -0.5034 -0.5839 0.2656
H -0.8800 -0.1460 -2.0957
H 0.0256 0.1865 -4.4011
H 3.4740 -0.8874 -6.6004
H 4.3374 -0.8938 -5.0410
H 2.8045 -1.8092 -5.2299
H 5.0459 1.2525 -4.9708
H 5.8161 3.4098 -5.9450
H 4.2713 4.7329 -7.3919
H 1.9166 3.9690 -7.7325
H 1.1390 1.8463 -6.6470
H 4.0167 0.2694 -2.8549
H 3.0921 0.6180 -0.5485
H 3.1618 -1.0195 0.8707
H 4.4777 -0.0319 2.7492
C -5.8804 2.8286 0.0571
C -6.8062 1.9652 -0.5147
C -6.6414 0.5588 -0.3962
C -7.5530 -0.3392 -1.0019
C -7.3830 -1.7058 -0.8705
C -6.3499 -2.2143 -0.0641
C -5.3965 -1.3941 0.5161
C -4.2513 -1.9423 1.3624
C -2.9431 -1.9740 0.5867
C -1.8093 -2.7098 1.2933
C -1.4315 -3.9567 0.4669
C -2.6967 -4.8459 0.3519
C -3.7155 -4.0719 -0.4456
N -3.1997 -2.6630 -0.6529
C -2.0753 -2.7111 -1.5968
C -0.9959 -3.5492 -0.9639
C -5.5177 0.0305 0.3465
C -4.5753 0.9456 0.8670
C -4.7552 2.3174 0.7333
H -6.0296 3.9057 -0.0224
H -7.6809 2.3421 -1.0623
H -8.3841 0.0691 -1.5803
H -8.0559 -2.3992 -1.3712
H -6.3210 -3.2902 0.1025
H -4.1082 -1.2910 2.2351
H -4.4811 -2.9609 1.7086
H -2.6382 -0.9432 0.3435
H -0.9462 -2.0484 1.4003
H -2.1370 -3.0011 2.2980
H -0.6453 -4.5164 0.9708
H -2.4805 -5.7921 -0.1533
H -3.0986 -5.0808 1.3441
H -3.8171 -4.5057 -1.4499
H -4.6836 -4.0842 0.0609
H -2.4659 -3.1902 -2.5016
H -1.7030 -1.7114 -1.8311
H -0.0509 -3.0039 -0.9404
H -0.8616 -4.4519 -1.5626
H -3.6973 0.5621 1.3947
H -4.0164 2.9955 1.1537